ORCA calculation (ωB97M-V/def2-TZVPD) on a structure of composition C14H51Ag2O12.

Each line ends with the Mulliken spin population.
Positions of all 79 atoms, in Å:
Ag  1.69734  3.81125  -0.47448  0.11
Ag  3.82179  0.98104  -1.28598  1.62
C  0.82093  -0.71190  0.13339  0.16
C  0.58868  0.38094  -0.92493  0.03
C  -0.88230  0.80118  -0.83536  0.05
O  1.50654  1.45216  -0.84715  0.85
H  1.85437  -1.05151  0.06436  0.00
H  0.07388  -1.50079  0.04582  -0.01
H  0.58993  -0.33411  1.12939  0.02
H  0.79495  -0.06889  -1.89612  0.08
H  -1.64213  0.02208  -0.89663  0.01
H  -1.05614  1.52384  -1.63264  0.00
H  -1.08676  1.25332  0.13514  -0.01
C  -1.50664  4.24024  -0.62834  0.00
O  -0.40277  4.01066  -1.43512  -0.01
H  -2.30872  3.54109  -0.86488  0.00
H  -1.27796  4.10541  0.42884  0.00
H  -1.90386  5.25513  -0.64650  0.00
H  -0.54757  4.34882  -2.32184  0.00
C  -1.09764  -1.18563  3.71927  0.00
O  0.21830  -1.63033  4.02233  0.00
H  -1.51670  -1.58876  2.79733  0.00
H  -1.85982  -1.29789  4.49036  0.00
H  -0.89481  -0.15448  3.42998  0.00
H  0.00803  -2.11575  4.82342  0.00
C  2.99195  -2.41606  -2.58667  0.01
O  3.84366  -1.61178  -1.77244  -0.01
H  2.40519  -3.05020  -1.92208  0.00
H  2.31062  -1.76160  -3.13033  0.00
H  3.36132  -3.04002  -3.40052  0.00
H  4.49048  -2.23710  -1.43750  0.01
C  -2.93627  3.10592  -4.05514  0.00
O  -4.25018  3.49216  -3.98366  0.00
H  -2.91349  2.29651  -3.32546  0.00
H  -2.70027  2.76843  -5.06435  0.00
H  -2.23854  3.93207  -3.91826  0.00
H  -4.51098  3.78911  -4.85853  0.00
C  -1.08053  -1.20455  -4.13895  0.00
O  -2.30717  -1.89103  -4.04023  0.00
H  -0.27868  -1.76867  -3.66261  0.00
H  -0.68662  -1.30932  -5.14987  0.00
H  -1.15328  -0.12521  -4.00539  0.00
H  -2.21503  -2.72408  -4.50835  0.00
C  5.14535  -0.82090  1.00469  0.01
O  3.99824  0.01582  0.85689  0.03
H  6.10645  -0.33384  1.16953  0.00
H  5.04796  -1.31541  1.97117  0.01
H  5.24049  -1.59449  0.24271  0.00
H  3.53774  0.10662  1.69432  0.02
C  3.43084  0.22237  4.51960  0.00
O  2.62244  -0.22367  3.39349  -0.01
H  3.27207  -0.45427  5.35927  0.00
H  4.48272  0.03596  4.30306  0.00
H  3.37118  1.27077  4.81184  0.00
H  1.92442  -0.81891  3.67642  0.00
C  1.47621  2.53554  2.68312  0.02
O  0.99784  3.49034  1.74974  -0.01
H  0.77963  1.69903  2.73901  -0.01
H  2.50010  2.18388  2.55625  0.00
H  1.58514  3.00345  3.66154  0.00
H  0.21764  3.69919  2.26865  0.00
C  -4.41174  1.58153  -0.26346  0.00
O  -5.47944  1.16402  -1.12091  0.00
H  -3.46052  1.11896  -0.52671  0.00
H  -4.23770  2.65716  -0.23463  0.00
H  -4.53929  1.21532  0.75523  0.00
H  -4.98346  0.87642  -1.89090  0.00
C  -3.11341  -2.10514  0.10682  0.00
O  -3.10923  -3.45968  0.43125  0.00
H  -4.15347  -1.87250  -0.12176  0.00
H  -2.71910  -1.55536  0.96143  0.00
H  -2.59382  -2.00750  -0.84638  0.00
H  -3.21236  -3.65693  1.36509  0.00
C  0.97691  -4.26288  1.32070  0.00
O  0.07240  -5.34416  1.46045  0.00
H  0.38741  -3.34964  1.40185  0.00
H  1.80081  -4.28537  2.03398  0.00
H  1.33436  -4.26917  0.29099  0.00
H  -0.41825  -5.47788  0.64621  0.00

Atoms 1-3, force components in eV/Å:
Ag 0.019 0.187 0.053
Ag -0.474 -0.204 0.817
C 0.671 -0.024 0.545

Spin multiplicity: 4
HOMO level (spin up / spin down) (eV): -13.26 / -14.31
Charge: +2
Max |F| (eV Å⁻¹): 2.405
DFT total energy (a.u.): -1759.74800
Gap between HOMO and LUMO (spin up / spin down) (eV): 6.835 / 3.170
<S²>: 3.76